An isolated ion of composition C6H9N2O2S and charge +1. Source: the OMol25 dataset; level of theory: ωB97M-V/def2-TZVPD.

## Properties
* E_HOMO: -14.284 eV
* gap between HOMO and LUMO: 9.06 eV
* net charge: +1
* spin multiplicity: 1

Each line ends with the Löwdin charge.
Cartesian coordinates (Å):
C: -1.18429 -1.68651 -0.06005  -0.45
C: -0.68747 0.70971 -0.17005  -0.20
C: -2.57575 -0.96404 -0.13805  -0.16
C: 2.13498 0.07566 -0.39407  -0.12
C: 1.23782 -0.95331 0.27659  -0.12
C: 1.62403 1.45995 0.05162  -0.17
N: -0.15708 -0.74414 -0.16434  0.02
N: 0.22783 1.63782 -0.18798  0.09
O: -0.96826 -2.83269 0.15167  0.17
O: -2.70395 1.50252 0.87652  -0.48
S: -2.47794 0.87207 -0.43365  1.06
H: -3.22706 -1.28035 -1.00903  0.12
H: -3.12773 -1.32589 0.69742  0.11
H: 3.06623 0.03473 0.11956  0.11
H: 2.15947 -0.08880 -1.54701  0.17
H: 1.26923 -2.07624 -0.03298  0.17
H: 1.25253 -0.97173 1.36257  0.14
H: 1.95154 1.59468 1.09987  0.14
H: 2.28878 2.37038 -0.23982  0.17
H: -0.10292 2.66617 -0.25878  0.23

An isolated ion of composition C6H9N2O2S and charge +1. Source: the OMol25 dataset; level of theory: ωB97M-V/def2-TZVPD.

## Properties
* E_HOMO: -14.470 eV
* gap between HOMO and LUMO: 9.93 eV
* net charge: +1
* spin multiplicity: 1

Each line ends with the Löwdin charge.
Cartesian coordinates (Å):
C: 1.47752 0.48780 1.05899  -0.30
C: 1.16456 1.63129 0.52499  -0.13
C: -1.41609 -2.02785 0.49456  -0.05
C: -1.50702 -0.53483 0.67421  -0.14
C: 1.85222 -0.80386 -1.36408  -0.17
C: 0.77602 2.75230 -0.02223  0.09
N: -2.40774 0.28377 -0.14573  -0.39
N: -0.39811 -1.17858 -0.04110  -0.25
O: -2.34852 1.43967 0.04842  0.14
O: -3.09521 -0.35673 -0.86126  0.16
S: 1.29834 -1.14954 0.34271  1.21
H: 1.77797 0.52716 2.12630  0.11
H: -1.11131 -2.64976 1.33933  0.13
H: -2.12099 -2.50626 -0.12692  0.11
H: -1.21805 -0.24279 1.59089  0.12
H: 1.41340 0.02003 -1.80308  0.05
H: 1.66464 -1.59907 -1.95773  0.03
H: 2.88667 -0.74809 -1.34425  0.05
H: 1.53031 3.55735 -0.47019  0.15
H: -0.21860 3.09799 -0.06383  0.06

An isolated ion of composition C6H9N2OS and charge +1. Source: the OMol25 dataset; level of theory: ωB97M-V/def2-TZVPD.

## Properties
* E_HOMO (spin up / spin down): -12.023 / -11.828 eV
* gap between HOMO and LUMO (spin up / spin down): 7.04 / 6.51 eV
* net charge: +1
* spin multiplicity: 1

Each line ends with the Löwdin charge.
Cartesian coordinates (Å):
C: -0.25496 -1.39226 -0.59957  -0.05
C: -1.57824 -1.29458 -0.77465  -0.06
C: 0.91098 -0.53848 -0.16416  -0.42
C: -2.51298 -0.09171 -0.42351  -0.16
C: 0.99197 0.83080 -0.66554  -0.50
C: -1.57579 0.87330 0.27064  -0.57
N: 1.95345 -1.21721 0.17237  0.16
N: 2.17762 1.62593 -0.27316  0.10
O: -1.06895 0.64260 1.48438  0.05
S: -0.52407 1.68586 -0.76725  1.10
H: 0.26870 -2.31684 -0.77596  0.11
H: -2.17629 -2.03239 -1.39069  0.14
H: -3.02649 0.30781 -1.36144  0.14
H: -3.49362 -0.36229 0.16150  0.16
H: 2.70422 -0.74863 0.53768  0.01
H: 3.14555 1.27038 -0.52580  0.19
H: 2.25870 1.81523 0.77424  0.19
H: 2.03989 2.64187 -0.73423  0.21
H: -1.52691 -0.13416 1.92832  0.18

C6H9N3 as an isolated structure. Source: the OMol25 dataset; level of theory: ωB97M-V/def2-TZVPD.

## Properties
* E_HOMO: -8.837 eV
* gap between HOMO and LUMO: 9.60 eV
* net charge: 0
* spin multiplicity: 1

Each line ends with the Löwdin charge.
Cartesian coordinates (Å):
C: 0.29460 1.37875 0.17068  -0.22
C: 0.69897 0.08316 0.30526  -0.23
C: -0.56406 -0.41898 0.82456  -0.10
C: -1.06522 0.94076 0.71053  -0.32
C: -2.04108 1.28951 -0.46036  -0.08
C: 2.96380 -0.97264 0.15943  -0.04
N: 1.31375 2.07481 -0.25649  0.03
N: 2.34458 1.34276 -0.40804  0.05
N: 1.96162 0.01343 -0.03544  -0.11
H: -1.16961 -1.06874 0.18362  0.12
H: -0.44066 -0.97730 1.80954  0.15
H: -1.41957 1.42693 1.69446  0.16
H: -1.96316 2.42094 -0.62343  0.10
H: -3.16833 0.96484 -0.10840  0.12
H: -1.82629 0.75659 -1.41941  0.08
H: 3.11622 -1.42716 1.13020  0.08
H: 2.58085 -1.77104 -0.48168  0.09
H: 3.97937 -0.56442 -0.19718  0.12

Energy above the lowest of the compared OMol25 structures with the same formula, charge and spin
In order: 29.91, 152.88, 83.23, 84.15
Unit: kcal/mol
E_tot
In order: -24268.923, -24263.591, -22219.273, -10833.978
Unit: eV